[1]
{
  "formula": "C24H28ClN3O4S",
  "method": "ωB97M-V/def2-TZVPD",
  "species": ["C", "C", "O", "N", "C", "C", "C", "C", "C", "C", "C", "C", "C", "H", "H", "H", "H", "H", "H", "H", "S", "O", "O", "N", "C", "H", "C", "C", "O", "N", "H", "C", "C", "C", "C", "C", "C", "C", "Cl", "H", "H", "H", "H", "H", "H", "H", "C", "C", "C", "H", "H", "H", "H", "H", "H", "H", "H", "H", "H", "H", "H"],
  "xyz": [[-5.74, -1.24, 0.42], [-4.30, -0.89, 0.09], [-3.46, -1.76, -0.01], [-4.02, 0.44, -0.09], [-2.71, 0.88, -0.37], [-1.87, 0.14, -1.20], [-0.59, 0.59, -1.49], [-0.16, 1.79, -0.97], [-0.98, 2.54, -0.16], [-2.26, 2.10, 0.15], [-3.12, 2.98, 1.02], [-4.42, 2.28, 1.42], [-4.94, 1.52, 0.21], [-4.99, 2.18, -0.66], [-5.94, 1.12, 0.39], [-4.24, 1.58, 2.23], [-5.16, 3.01, 1.76], [-3.35, 3.89, 0.47], [-2.56, 3.28, 1.91], [-0.61, 3.48, 0.23], [1.49, 2.40, -1.30], [1.42, 3.77, -1.74], [2.15, 1.46, -2.17], [2.10, 2.41, 0.26], [2.30, 1.08, 0.77], [1.44, 0.48, 0.46], [3.61, 0.45, 0.27], [3.67, -0.95, 0.86], [4.02, -1.19, 1.99], [3.22, -1.90, 0.01], [2.92, -1.63, -0.92], [2.95, -3.26, 0.42], [1.65, -3.74, -0.18], [1.64, -4.79, -1.09], [0.46, -5.22, -1.68], [-0.73, -4.59, -1.36], [-0.75, -3.55, -0.45], [0.44, -3.14, 0.13], [0.38, -1.84, 1.28], [-1.67, -3.06, -0.19], [-1.65, -4.92, -1.81], [0.48, -6.03, -2.38], [2.57, -5.27, -1.35], [2.91, -3.26, 1.51], [3.77, -3.92, 0.10], [3.57, 0.40, -0.82], [4.77, 1.35, 0.69], [4.55, 2.74, 0.09], [3.20, 3.31, 0.52], [2.98, 4.24, -0.01], [3.21, 3.51, 1.60], [5.35, 3.42, 0.39], [4.56, 2.66, -1.00], [5.71, 0.93, 0.35], [4.80, 1.41, 1.78], [2.31, 1.13, 1.87], [0.07, 0.02, -2.14], [-2.21, -0.79, -1.62], [-6.03, -0.84, 1.38], [-6.42, -0.88, -0.35], [-5.80, -2.32, 0.46]],
  "nbo_charge": [-0.715, 0.701, -0.626, -0.467, 0.239, -0.217, -0.191, -0.336, -0.162, -0.056, -0.424, -0.405, -0.210, 0.200, 0.221, 0.207, 0.217, 0.218, 0.228, 0.234, 2.318, -0.939, -0.958, -0.673, -0.237, 0.233, -0.340, 0.699, -0.632, -0.612, 0.401, -0.247, -0.108, -0.190, -0.214, -0.203, -0.258, 0.069, -0.010, 0.259, 0.218, 0.215, 0.213, 0.248, 0.200, 0.237, -0.394, -0.418, -0.228, 0.237, 0.198, 0.215, 0.209, 0.216, 0.214, 0.219, 0.243, 0.244, 0.228, 0.228, 0.248],
  "total_energy_ha": -2255.0186,
  "charge": 0,
  "e_homo_ev": -8.9,
  "smiles": "CC(=O)N1CCCc2cc(S(=O)(=O)N3CCC[C@@H](C(=O)NCc4ccccc4Cl)C3)ccc21",
  "lumo_energy_ev": 0.5
}

---

[2]
{
  "formula": "C24H28F4N7O11S4",
  "method": "ωB97M-V/def2-TZVPD",
  "species": ["C", "N", "C", "C", "C", "C", "C", "C", "C", "C", "N", "C", "C", "C", "H", "H", "H", "H", "H", "H", "H", "H", "H", "H", "H", "H", "H", "H", "C", "N", "C", "C", "C", "C", "C", "C", "C", "C", "N", "C", "C", "C", "H", "H", "H", "H", "H", "H", "H", "H", "H", "H", "H", "H", "H", "H", "N", "S", "O", "O", "F", "S", "O", "O", "F", "N", "S", "O", "O", "F", "S", "O", "O", "F", "N", "O", "O", "O"],
  "xyz": [[-1.74, -2.84, -4.68], [-2.12, -2.64, -3.27], [-3.37, -2.52, -2.84], [-3.69, -2.29, -1.52], [-2.64, -2.16, -0.60], [-1.33, -2.23, -1.05], [-1.09, -2.47, -2.40], [-2.93, -2.16, 0.84], [-3.87, -1.28, 1.36], [-4.26, -1.43, 2.69], [-3.73, -2.37, 3.46], [-2.97, -3.35, 2.91], [-2.42, -3.20, 1.65], [-4.09, -2.45, 4.90], [-1.68, -3.91, -4.89], [-0.73, -2.41, -4.72], [-2.41, -2.31, -5.35], [-4.16, -2.53, -3.57], [-4.70, -2.31, -1.15], [-0.53, -2.09, -0.34], [-0.11, -2.51, -2.87], [-4.26, -0.46, 0.77], [-4.79, -0.63, 3.19], [-2.59, -4.09, 3.60], [-1.64, -3.89, 1.38], [-3.13, -2.34, 5.40], [-4.50, -3.41, 5.19], [-4.70, -1.61, 5.23], [6.38, 1.73, 5.44], [5.06, 1.91, 4.80], [4.81, 3.00, 4.06], [3.57, 3.10, 3.46], [2.63, 2.09, 3.62], [2.95, 0.98, 4.39], [4.17, 0.93, 5.04], [1.29, 2.22, 2.98], [0.11, 1.56, 3.36], [-0.95, 1.55, 2.47], [-0.98, 2.29, 1.34], [0.08, 3.05, 1.01], [1.23, 2.95, 1.79], [-2.14, 2.26, 0.44], [6.95, 0.86, 5.10], [6.26, 1.65, 6.52], [7.01, 2.60, 5.25], [5.59, 3.74, 3.93], [3.38, 4.03, 2.95], [2.21, 0.20, 4.55], [4.49, 0.14, 5.71], [0.11, 1.13, 4.35], [-1.85, 1.01, 2.73], [0.11, 3.46, 0.00], [2.14, 3.31, 1.34], [-2.99, 1.94, 1.04], [-1.94, 1.53, -0.35], [-2.30, 3.24, -0.01], [-0.46, 2.19, -4.61], [-1.89, 1.82, -4.06], [-2.01, 0.56, -3.34], [-3.00, 2.41, -4.76], [-1.73, 2.87, -2.80], [-0.67, 1.27, -6.02], [-1.25, 1.99, -7.13], [-0.97, -0.13, -5.98], [0.87, 1.20, -6.44], [3.10, 0.25, -4.45], [4.46, -0.39, -4.76], [4.65, -0.96, -6.08], [5.13, -1.08, -3.68], [5.34, 0.97, -4.76], [2.26, -1.21, -4.54], [2.47, -2.22, -3.52], [1.70, -1.65, -5.79], [0.92, -0.57, -3.94], [0.97, 0.51, -1.00], [2.14, 0.29, -1.38], [0.36, 1.50, -1.46], [0.42, -0.22, -0.11]],
  "lowdin_charge": [0.063, -0.042, 0.005, 0.048, -0.158, 0.057, 0.072, -0.112, 0.048, -0.009, -0.091, 0.017, 0.081, 0.040, 0.117, 0.079, 0.114, 0.156, 0.129, 0.109, 0.138, 0.138, 0.148, 0.150, 0.146, 0.107, 0.113, 0.104, 0.029, -0.082, 0.040, 0.056, -0.105, 0.064, 0.034, -0.119, 0.037, -0.003, -0.057, 0.054, 0.063, 0.037, 0.118, 0.113, 0.105, 0.156, 0.137, 0.129, 0.153, 0.122, 0.128, 0.159, 0.137, 0.088, 0.099, 0.118, -0.227, 0.457, -0.339, -0.281, -0.261, 0.518, -0.283, -0.305, -0.180, -0.226, 0.409, -0.294, -0.317, -0.218, 0.529, -0.303, -0.275, -0.243, -0.566, 0.007, -0.050, -0.129],
  "total_energy_ha": -4133.8264,
  "charge": 1,
  "e_homo_ev": -8.8,
  "lumo_energy_ev": -5.7
}

---

[3]
{
  "formula": "C24H28INO2PtS4",
  "method": "ωB97M-V/def2-TZVPD",
  "species": ["Pt", "C", "N", "C", "C", "C", "C", "C", "C", "C", "C", "H", "H", "H", "H", "H", "H", "H", "H", "H", "H", "H", "H", "H", "C", "S", "C", "O", "H", "H", "H", "H", "H", "H", "I", "O", "C", "C", "C", "C", "C", "S", "C", "C", "C", "C", "S", "C", "C", "C", "C", "S", "H", "H", "H", "H", "H", "H", "H", "H", "H"],
  "xyz": [[-0.10, 0.83, 0.70], [1.39, -2.68, 0.84], [1.56, -2.75, -0.65], [0.88, -3.92, -1.25], [1.08, -1.46, -1.28], [2.04, -0.38, -0.90], [3.35, -0.50, -1.39], [4.35, 0.37, -0.99], [4.02, 1.38, -0.09], [2.73, 1.52, 0.37], [1.69, 0.65, -0.03], [1.77, -3.60, 1.28], [0.33, -2.53, 1.05], [1.93, -1.81, 1.21], [2.56, -2.82, -0.83], [-0.19, -3.79, -1.12], [1.20, -4.83, -0.74], [1.12, -3.97, -2.31], [0.09, -1.31, -0.87], [1.03, -1.62, -2.36], [3.58, -1.28, -2.11], [5.35, 0.27, -1.38], [4.78, 2.07, 0.25], [2.50, 2.31, 1.06], [-0.17, 0.44, 5.08], [-0.57, -0.46, 3.58], [-1.13, -1.98, 4.35], [0.76, -0.84, 2.99], [0.49, -0.16, 5.71], [-1.10, 0.70, 5.59], [0.33, 1.35, 4.75], [-1.86, -1.76, 5.14], [-0.25, -2.48, 4.74], [-1.61, -2.57, 3.57], [0.04, 3.38, 0.95], [-1.21, -1.05, 0.47], [-2.55, -0.85, 0.15], [-3.12, 0.21, 1.11], [-2.97, 1.56, 0.99], [-3.40, 2.26, 2.15], [-3.89, 1.43, 3.11], [-3.84, -0.21, 2.61], [-2.76, -0.33, -1.29], [-1.85, 0.24, -2.12], [-2.40, 0.69, -3.35], [-3.74, 0.47, -3.43], [-4.32, -0.30, -2.02], [-3.30, -2.17, 0.34], [-4.64, -2.43, 0.35], [-4.94, -3.80, 0.57], [-3.82, -4.56, 0.72], [-2.41, -3.61, 0.62], [-2.56, 2.03, 0.11], [-3.35, 3.34, 2.26], [-4.31, 1.70, 4.07], [-0.82, 0.40, -1.84], [-1.82, 1.18, -4.13], [-4.41, 0.71, -4.24], [-5.39, -1.66, 0.24], [-5.95, -4.20, 0.61], [-3.76, -5.62, 0.91]],
  "nbo_charge": [0.587, -0.438, -0.340, -0.416, -0.298, -0.072, -0.251, -0.234, -0.201, -0.240, -0.099, 0.204, 0.274, 0.267, 0.419, 0.246, 0.217, 0.217, 0.300, 0.212, 0.189, 0.213, 0.214, 0.237, -0.830, 1.286, -0.831, -1.022, 0.226, 0.227, 0.254, 0.229, 0.234, 0.245, -0.439, -0.929, 0.227, -0.225, -0.308, -0.227, -0.436, 0.445, -0.226, -0.270, -0.256, -0.422, 0.443, -0.226, -0.264, -0.248, -0.436, 0.444, 0.265, 0.236, 0.235, 0.237, 0.223, 0.237, 0.236, 0.224, 0.236],
  "total_energy_ha": -3146.2542,
  "charge": 0,
  "e_homo_ev": -7.4,
  "lumo_energy_ev": 0.1
}